# 1
Here is a cluster of 8 separate species, C48H72O10 in total in a non-equilibrium geometry from the Open Molecules 2025 dataset. Energies are from ωB97M-V/def2-TZVPD.

Element x y z (Å)
O -2.474 -8.342 0.092
C -2.547 -6.942 0.167
C -1.848 -6.069 -0.677
C -1.917 -4.729 -0.430
C -2.648 -4.166 0.663
O -2.491 -2.896 1.014
C -3.432 -5.046 1.403
C -3.395 -6.413 1.146
H -1.881 -8.600 -0.639
H -1.326 -6.402 -1.553
H -1.298 -4.047 -1.005
H -1.983 -2.496 0.264
H -3.907 -4.590 2.250
H -3.941 -7.093 1.854
O 2.595 1.481 3.585
C 2.161 1.973 4.778
C 1.465 1.265 5.722
C 1.014 1.813 6.917
C 1.266 3.191 7.112
O 0.837 3.801 8.262
C 1.918 3.928 6.152
C 2.373 3.334 4.962
H 2.192 0.617 3.353
H 1.297 0.195 5.442
H 0.370 1.241 7.584
H 1.418 4.545 8.415
H 2.068 4.981 6.332
H 2.765 3.910 4.168
O 0.627 -2.528 -4.594
C 0.898 -3.253 -5.710
C 1.429 -2.677 -6.839
C 1.798 -3.487 -7.901
C 1.462 -4.835 -7.834
O 1.686 -5.715 -8.830
C 0.831 -5.388 -6.710
C 0.550 -4.599 -5.689
H 1.128 -1.691 -4.633
H 1.722 -1.658 -6.840
H 2.328 -3.151 -8.803
H 2.555 -5.628 -9.178
H 0.548 -6.398 -6.779
H 0.031 -4.899 -4.777
O -7.805 -1.631 -1.317
C -6.498 -1.924 -1.504
C -5.962 -3.205 -1.697
C -4.647 -3.420 -2.110
C -3.797 -2.330 -2.229
O -2.475 -2.468 -2.563
C -4.301 -1.068 -1.982
C -5.602 -0.835 -1.641
H -8.266 -2.460 -1.312
H -6.618 -4.069 -1.438
H -4.266 -4.446 -2.227
H -2.370 -3.403 -2.760
H -3.715 -0.180 -2.044
H -5.882 0.218 -1.626
O 0.578 -0.729 2.932
C 0.680 -1.412 1.712
C 1.418 -2.552 1.755
C 1.632 -3.254 0.600
C 1.122 -2.754 -0.598
O 1.449 -3.404 -1.707
C 0.335 -1.540 -0.628
C 0.143 -0.901 0.560
H -0.078 -0.059 2.789
H 1.884 -2.931 2.700
H 2.243 -4.151 0.513
H 1.023 -2.925 -2.416
H -0.208 -1.231 -1.536
H -0.459 0.036 0.578
C 2.955 1.559 -1.103
C 3.800 0.298 -1.344
C 4.626 -0.247 -0.212
C 5.523 -1.433 -0.733
C 5.829 -2.473 0.370
C 6.766 -1.921 1.447
H 2.381 1.850 -1.963
H 3.538 2.371 -0.814
H 2.180 1.386 -0.370
H 3.177 -0.548 -1.706
H 4.511 0.506 -2.097
H 3.984 -0.624 0.538
H 5.263 0.525 0.215
H 4.990 -1.972 -1.447
H 6.486 -1.011 -1.108
H 4.897 -2.804 0.795
H 6.301 -3.327 -0.068
H 6.946 -2.516 2.327
H 7.781 -1.701 1.053
H 6.375 -1.011 1.901
C 0.349 6.532 -0.197
C -0.168 5.557 -1.214
C 0.852 4.658 -1.920
C 0.275 3.756 -3.052
C -0.623 2.536 -2.515
C -0.918 1.637 -3.760
H -0.456 7.017 0.352
H 0.798 7.393 -0.651
H 1.064 6.105 0.439
H -0.903 4.856 -0.788
H -0.737 6.098 -2.003
H 1.309 4.025 -1.206
H 1.691 5.240 -2.306
H -0.446 4.281 -3.653
H 1.087 3.442 -3.694
H -0.119 1.977 -1.779
H -1.575 2.955 -2.142
H -0.050 1.644 -4.468
H -1.163 0.606 -3.549
H -1.777 2.091 -4.264
C -4.568 5.359 5.275
C -3.399 4.588 4.682
C -2.245 5.435 4.054
C -1.000 4.580 3.548
C -1.131 3.869 2.204
C -0.302 2.588 2.215
H -4.834 6.248 4.751
H -4.384 5.652 6.333
H -5.439 4.735 5.238
H -2.943 3.989 5.394
H -3.776 3.861 3.857
H -1.962 6.152 4.841
H -2.580 6.096 3.259
H -0.097 5.157 3.575
H -0.729 3.826 4.299
H -2.219 3.729 1.937
H -0.674 4.461 1.419
H -0.482 1.974 1.336
H 0.752 2.861 2.325
H -0.592 2.019 3.130

- orbital gap (eV) = 8.18
- multiplicity = 1
- energy above the lowest of the compared OMol25 structures with the same formula, charge and spin (kJ/mol) = 0.0
- DFT total energy (hartree) = -2624.5151
- HOMO (eV) = -7.854

Here are the Mulliken charges for atoms 1 to 6, given in e: -0.59, 0.80, -0.76, 0.33, 0.10, -0.62

# 2
Here is a cluster of 2 separate species, C26H30F9NO6 in total in a non-equilibrium geometry from the Open Molecules 2025 dataset. Energies are from ωB97M-V/def2-TZVPD.

Element x y z (Å)
O -5.391 -6.289 -6.511
C -5.746 -5.558 -5.614
O -6.745 -4.623 -5.803
C -5.132 -5.644 -4.241
C -4.187 -4.454 -3.980
C -3.446 -4.702 -2.648
C -2.021 -4.240 -2.656
C -0.982 -5.042 -2.471
C 0.423 -4.558 -2.462
O 1.361 -5.329 -2.618
C 0.604 -3.102 -2.216
C 1.771 -2.588 -1.797
C 1.874 -1.265 -1.550
C 0.821 -0.429 -1.716
C 0.853 1.050 -1.424
C 2.185 1.574 -0.868
C 2.237 3.087 -1.071
F 2.453 3.344 -2.372
F 1.047 3.593 -0.698
C 3.316 3.747 -0.163
F 2.727 3.943 1.020
F 4.307 2.866 0.040
C 3.852 5.124 -0.660
F 2.960 5.737 -1.430
F 4.016 5.906 0.419
C 5.235 5.043 -1.380
F 6.197 5.068 -0.481
F 5.360 6.107 -2.172
F 5.341 3.967 -2.148
C -0.357 -0.937 -2.173
C -0.457 -2.261 -2.416
C -1.778 -2.787 -2.902
O -2.592 -2.056 -3.440
H -6.326 -3.753 -5.810
H -4.527 -6.542 -4.194
H -5.861 -5.693 -3.436
H -4.794 -3.565 -3.832
H -3.511 -4.280 -4.811
H -3.439 -5.754 -2.376
H -3.971 -4.155 -1.867
H -1.146 -6.098 -2.321
H 2.598 -3.266 -1.655
H 2.812 -0.863 -1.212
H 0.584 1.592 -2.326
H 0.078 1.249 -0.689
H 2.222 1.329 0.191
H 3.024 1.120 -1.379
H -1.190 -0.276 -2.337
C -0.697 4.553 4.438
O -0.018 3.846 5.458
C -0.827 2.929 6.184
C -0.486 1.492 5.842
N -0.904 1.148 4.488
C -0.363 -0.110 3.978
C 1.153 -0.274 3.881
O 1.773 0.534 2.897
C 2.027 1.877 3.279
H -0.051 5.369 4.117
H -0.904 3.920 3.569
H -1.636 4.977 4.806
H -1.892 3.132 6.038
H -0.603 3.087 7.242
H -0.992 0.828 6.549
H 0.596 1.374 5.981
H -0.628 1.890 3.860
H -0.769 -0.242 2.972
H -0.760 -0.928 4.588
H 1.342 -1.305 3.570
H 1.655 -0.152 4.848
H 2.287 1.966 4.336
H 1.171 2.516 3.047
H 2.866 2.234 2.687

- orbital gap (eV) = 7.74
- multiplicity = 1
- DFT total energy (hartree) = -2413.6950
- HOMO (eV) = -8.923

Here are the Mulliken charges for atoms 1 to 6, given in e: -0.50, 0.28, -0.48, -0.47, -0.59, -1.29

# 3
Here is a structure of composition C2H6NiO2 in a non-equilibrium geometry from the Open Molecules 2025 dataset. Energies are from ωB97M-V/def2-TZVPD.

Element x y z (Å)
C -2.582 0.428 -0.002
C -1.335 -0.135 -0.628
O -0.209 0.215 0.261
H -3.400 0.269 -0.717
H -2.839 -0.095 0.928
H -2.490 1.505 0.183
H -1.080 0.326 -1.587
H -1.352 -1.227 -0.705
H -0.228 -0.445 1.189
Ni 1.928 0.339 -0.750
O 0.819 -0.762 0.219

- net charge = +2
- orbital gap (spin up / spin down) (eV) = 8.83 / 7.27
- multiplicity = 3
- energy above the lowest of the compared OMol25 structures with the same formula, charge and spin (kJ/mol) = 0.0
- DFT total energy (hartree) = -1737.5725
- HOMO (spin up / spin down) (eV) = -21.333 / -21.329

Here are the Mulliken charges for atoms 1 to 6, given in e: -1.11, -0.10, -0.01, 0.36, 0.39, 0.36

# 4
Here is a structure of composition C4H8NO2 in a non-equilibrium geometry from the Open Molecules 2025 dataset. Energies are from ωB97M-V/def2-TZVPD.

Element x y z (Å)
C -0.947 -1.154 1.269
N 0.276 -0.489 1.227
C 1.743 0.798 -0.390
C 0.378 0.360 0.063
C -0.605 0.382 -1.208
O -0.148 -0.054 -2.334
O -1.646 1.170 -0.890
H -0.698 -2.045 1.841
H -1.326 -1.607 0.201
H -1.788 -0.718 1.893
H -1.669 -0.085 -0.841
H 1.856 1.717 -1.016
H 2.559 0.832 0.356
H 2.091 -0.053 -1.005
H -0.077 0.948 0.833

- net charge = -1
- orbital gap (eV) = 5.25
- multiplicity = 1
- energy above the lowest of the compared OMol25 structures with the same formula, charge and spin (kJ/mol) = 791.7
- DFT total energy (hartree) = -362.2227
- HOMO (eV) = -1.351

Here are the Mulliken charges for atoms 1 to 6, given in e: -0.69, -0.76, -1.12, 0.48, 0.14, -0.69